Record 1
# C2H4O2

A cluster of 2 separate species, C2H4O2 in total (ωB97M-V/def2-TZVPD, the Open Molecules 2025 dataset).

## Properties
Total charge: +1
Spin multiplicity: 2
Orbital gap (alpha / beta), eV: 11.5 / 2.0
HOMO level (alpha / beta), Eh: -0.59839 / -0.46984

Geometry as XYZ:
```
8
C2H4O2, DFT ωB97M-V/def2-TZVPD
O -0.045 1.989 3.637
C 0.293 2.436 2.583
H 1.175 1.988 2.084
H -0.308 3.267 2.168
O -1.266 -2.358 -1.962
C -0.283 -2.459 -2.616
H 0.449 -1.632 -2.542
H -0.014 -3.231 -3.352
```

Record 2
# C38H32N6O12S2V

A structure of composition C38H32N6O12S2V (ωB97M-V/def2-TZVPD, the Open Molecules 2025 dataset).

## Properties
Total charge: -2
Spin multiplicity: 4
Orbital gap (alpha / beta), eV: 5.0 / 7.0
HOMO level (alpha / beta), Eh: -0.03984 / -0.11526

Geometry as XYZ:
```
91
C38H32N6O12S2V, DFT ωB97M-V/def2-TZVPD
V -0.169 0.846 0.122
O -0.036 4.888 0.880
C 0.225 3.689 1.001
O 0.166 2.831 0.062
C 0.684 3.230 2.398
C 1.077 4.236 3.242
C 1.575 3.956 4.519
C 1.707 2.659 4.964
C 1.290 1.630 4.143
C 0.738 1.850 2.831
O 0.307 0.901 2.118
N 1.471 0.288 4.682
O 0.954 -0.659 4.121
O 2.160 0.160 5.692
N 1.967 5.035 5.398
O 1.904 6.182 4.980
O 2.365 4.762 6.526
H 0.990 5.251 2.883
H 2.117 2.443 5.935
C -4.233 -4.808 -4.092
C -3.306 -3.648 -3.843
C -3.177 -3.094 -2.574
C -2.336 -2.014 -2.345
C -1.612 -1.473 -3.394
C -1.730 -2.010 -4.668
C -2.570 -3.091 -4.886
S -0.424 -0.158 -3.106
O -0.395 0.623 -4.325
O 0.794 -0.834 -2.744
N -1.009 0.616 -1.846
C -2.247 1.238 -1.954
C -2.961 1.465 -3.121
C -4.208 2.111 -3.088
C -4.755 2.556 -1.916
C -4.064 2.346 -0.702
C -4.548 2.804 0.545
C -3.812 2.562 1.671
C -2.613 1.847 1.574
N -2.135 1.393 0.428
C -2.829 1.660 -0.716
H -4.541 -5.271 -3.154
H -3.754 -5.573 -4.706
H -5.137 -4.487 -4.616
H -3.743 -3.508 -1.746
H -2.249 -1.587 -1.352
H -1.167 -1.569 -5.480
H -2.658 -3.510 -5.884
H -2.538 1.187 -4.073
H -4.733 2.278 -4.022
H -5.704 3.080 -1.900
H -5.478 3.359 0.586
H -4.134 2.923 2.640
H -2.006 1.636 2.447
C 7.690 -1.446 -3.066
C 6.597 -0.860 -2.211
C 5.513 -0.203 -2.789
C 4.511 0.348 -2.006
C 4.584 0.240 -0.624
C 5.656 -0.404 -0.031
C 6.655 -0.950 -0.825
S 3.257 0.943 0.351
O 3.584 0.620 1.723
O 3.197 2.325 -0.031
N 1.938 0.230 -0.185
C 1.631 -1.075 0.112
C 2.499 -2.173 0.242
C 1.958 -3.430 0.397
C 0.578 -3.607 0.438
C -0.211 -2.477 0.352
N 0.300 -1.260 0.213
H 7.386 -1.493 -4.112
H 7.947 -2.457 -2.743
H 8.602 -0.845 -3.011
H 5.445 -0.133 -3.869
H 3.659 0.842 -2.455
H 5.689 -0.473 1.049
H 7.491 -1.461 -0.357
H 3.566 -2.035 0.198
H 2.619 -4.286 0.479
H 0.128 -4.585 0.543
H -1.293 -2.521 0.419
C -1.854 -1.487 3.232
C -3.161 -1.174 2.560
C -4.258 -0.588 3.420
O -3.329 -1.346 1.373
H -1.906 -1.392 4.316
H -1.085 -0.795 2.867
H -1.530 -2.493 2.966
H -4.492 -1.276 4.237
H -5.140 -0.388 2.817
H -3.904 0.341 3.874
```

Calculated ΔE to the lowest compared entry with this formula, charge and spin, 242.3, 17.9 kJ/mol (same order as the records).